{
  "formula": "C26H57B2BrN7O14P2S",
  "method": "the ωB97M-V functional and the def2-TZVPD basis",
  "elements": ["C", "C", "P", "C", "C", "O", "B", "O", "O", "O", "B", "Br", "P", "N", "O", "O", "O", "C", "C", "C", "C", "O", "C", "C", "O", "N", "C", "S", "H", "H", "H", "H", "H", "H", "H", "H", "H", "H", "H", "H", "H", "H", "H", "H", "H", "H", "H", "H", "H", "H", "C", "O", "N", "C", "C", "H", "H", "H", "H", "H", "H", "H", "C", "O", "N", "C", "C", "H", "H", "H", "H", "H", "H", "H", "C", "O", "N", "C", "C", "H", "H", "H", "H", "H", "H", "H", "C", "O", "N", "C", "C", "H", "H", "H", "H", "H", "H", "H", "C", "O", "N", "C", "C", "H", "H", "H", "H", "H", "H", "H"],
  "coordinates": [[-0.127728, -5.699545, -0.827076], [0.188278, -4.422256, -0.024755], [-0.352512, -2.818730, -0.754726], [-0.390399, -3.130752, -2.554675], [-2.162492, -2.505692, -0.305030], [-2.567015, -3.052097, 0.933406], [-2.960602, -4.383835, 0.961877], [-2.206445, -5.294474, 1.705687], [-4.141184, -4.814139, 0.403135], [-2.991677, -2.842201, -1.364432], [-4.087425, -1.891406, -1.452685], [-5.740717, -2.153828, -0.261595], [-4.788530, -2.045585, -3.276760], [-5.610822, -3.375331, -3.470654], [-3.574124, -1.935130, -4.346957], [-5.762015, -0.782395, -3.599343], [-3.446830, -0.637897, -1.077573], [-2.391273, -0.879450, -0.226523], [-1.229689, 0.011418, -0.664785], [-1.683390, 1.461952, -0.728555], [-0.643683, 2.466691, -1.188863], [-0.079010, 2.158152, -2.474566], [1.068055, 1.465980, -2.465066], [1.469204, 1.042911, -3.843957], [1.695465, 1.197969, -1.469874], [-2.660200, -0.530533, 1.205466], [-3.484240, 0.261979, 1.555933], [-4.507572, 1.344108, 2.055841], [0.656401, -5.858864, -1.565184], [-1.064429, -5.629465, -1.377686], [-0.125760, -6.578352, -0.179022], [-0.156791, -4.492819, 0.999497], [1.273503, -4.324342, 0.016568], [-0.385631, -2.155797, -3.037380], [0.558814, -3.599605, -2.803501], [-1.248554, -3.705790, -2.888813], [-1.918971, -6.004760, 1.125292], [-4.092837, -4.962078, -0.547585], [-5.226548, -3.958591, -4.203557], [-3.960398, -2.072448, -5.221679], [-6.605071, -1.055493, -3.208971], [-0.379473, -0.072924, 0.005047], [-0.937101, -0.292898, -1.670475], [-2.547159, 1.557461, -1.384598], [-1.982048, 1.825817, 0.255985], [-1.199983, 3.387032, -1.310265], [0.122338, 2.650378, -0.440562], [0.953904, 0.114809, -4.083299], [2.537711, 0.859572, -3.864522], [1.208876, 1.805302, -4.572347], [3.715599, -2.381761, -1.381846], [2.708139, -2.464457, -2.053678], [4.837353, -3.096863, -1.599018], [6.019568, -2.966866, -0.767867], [4.850967, -4.031356, -2.707376], [3.791459, -1.698543, -0.519682], [6.867276, -2.634718, -1.375523], [6.269148, -3.922911, -0.304778], [5.837367, -2.228914, 0.010776], [4.671199, -3.509445, -3.648702], [4.066458, -4.779503, -2.585387], [5.818722, -4.526413, -2.743797], [-3.737417, 4.645752, -0.585552], [-2.613601, 4.969781, -0.239656], [-4.464054, 5.290696, -1.513724], [-5.792273, 4.846741, -1.886179], [-3.891292, 6.458622, -2.156921], [-4.252303, 3.771412, -0.154856], [-5.827325, 4.594845, -2.947768], [-6.526903, 5.629985, -1.685684], [-6.056087, 3.962356, -1.310906], [-2.965598, 6.194468, -2.669290], [-3.657917, 7.224144, -1.415797], [-4.602899, 6.855507, -2.876748], [7.737043, -6.537251, 1.099739], [6.920829, -5.728836, 0.703650], [8.830512, -6.907775, 0.408120], [9.777305, -7.876526, 0.919206], [9.055959, -6.306994, -0.895900], [7.645071, -7.042099, 2.075600], [10.769371, -7.430203, 1.013347], [9.843536, -8.737299, 0.250757], [9.455351, -8.220640, 1.899547], [9.140909, -5.223756, -0.804859], [8.220615, -6.523855, -1.562263], [9.972260, -6.707719, -1.321448], [-2.955858, 3.662758, 4.362295], [-3.831519, 4.409908, 3.964230], [-1.765886, 3.484389, 3.766717], [-0.759316, 2.595674, 4.307512], [-1.491761, 4.205847, 2.530973], [-3.066043, 3.064874, 5.284290], [0.156764, 3.147272, 4.532947], [-0.524759, 1.805139, 3.591815], [-1.127067, 2.137066, 5.223383], [-1.567391, 5.279627, 2.704981], [-2.226491, 3.936440, 1.778728], [-0.495939, 3.963832, 2.168059], [0.261621, 7.500377, 5.925896], [1.377932, 7.798641, 6.307644], [-0.435028, 8.183896, 5.001032], [-1.767393, 7.787064, 4.582581], [0.176965, 9.357967, 4.406186], [-0.283937, 6.624872, 6.317107], [-1.769544, 7.576750, 3.512150], [-2.478435, 8.589030, 4.790123], [-2.080230, 6.891450, 5.114242], [1.107709, 9.089012, 3.906111], [0.410526, 10.095657, 5.174759], [-0.510228, 9.790792, 3.683760]],
  "forces_ev_per_a": [[0.22, 0.22, 0.21], [-0.11, -0.43, -0.67], [0.76, 0.50, 0.86], [-0.05, 0.06, 0.20], [-0.22, 1.39, -0.49], [0.58, -0.64, -0.32], [-0.40, 0.10, 0.27], [0.29, 0.51, -0.05], [0.65, -0.75, -0.20], [-0.47, -0.91, 0.51], [0.76, 0.63, -0.48], [-0.30, 0.04, 0.08], [-0.52, -1.39, 0.48], [0.24, 0.22, -0.14], [-0.03, 0.68, -0.03], [0.22, 0.26, 0.02], [-0.38, 0.12, 0.28], [0.57, -0.93, 0.08], [-0.20, 0.40, 0.12], [0.20, 0.15, -0.17], [-0.61, 0.28, 0.30], [0.03, -0.11, 0.13], [0.24, -0.17, 0.27], [0.13, 0.12, -0.09], [-0.08, 0.13, -0.08], [-0.57, 0.33, -0.54], [0.40, -0.37, -0.03], [-0.27, 0.28, 0.26], [-0.03, -0.06, -0.15], [-0.18, -0.11, 0.11], [-0.12, -0.12, -0.02], [-0.14, 0.16, 0.12], [0.08, 0.08, 0.10], [-0.17, 0.02, -0.16], [0.03, -0.12, -0.06], [-0.01, -0.06, -0.11], [-0.33, -0.34, 0.23], [-0.43, 0.55, -0.12], [-0.11, -0.15, 0.01], [0.13, 0.00, -0.08], [-0.11, 0.15, -0.12], [0.09, -0.20, -0.03], [0.13, -0.17, 0.01], [-0.12, -0.14, -0.01], [-0.13, -0.06, 0.09], [0.24, 0.35, -0.24], [0.30, -0.25, -0.13], [-0.07, -0.04, -0.06], [0.07, -0.07, 0.04], [-0.12, -0.02, -0.09], [-0.09, 0.19, 0.16], [0.03, -0.16, -0.23], [0.14, -0.02, 0.02], [-0.06, -0.16, -0.17], [-0.09, 0.06, 0.04], [0.00, 0.01, -0.01], [0.02, 0.05, 0.07], [0.01, 0.15, 0.00], [-0.02, 0.02, 0.00], [0.00, -0.03, -0.02], [0.01, -0.02, -0.03], [0.02, -0.01, 0.02], [0.03, -0.29, 0.22], [-0.05, 0.22, -0.21], [-0.11, 0.06, -0.09], [0.10, 0.11, -0.04], [0.05, -0.08, 0.08], [0.01, 0.00, 0.01], [-0.04, -0.03, 0.00], [-0.04, -0.03, 0.00], [0.01, -0.02, 0.01], [0.01, 0.03, -0.02], [0.01, 0.03, -0.02], [-0.02, -0.01, -0.01], [-0.10, 0.01, 0.08], [0.03, -0.08, 0.03], [0.15, -0.08, -0.03], [-0.03, 0.10, -0.14], [-0.09, 0.02, 0.08], [0.01, 0.00, 0.00], [0.02, -0.04, 0.03], [0.02, -0.03, 0.03], [-0.02, 0.00, 0.02], [0.01, 0.01, -0.03], [0.01, 0.01, -0.03], [0.02, -0.02, 0.01], [-0.04, -0.04, 0.10], [0.03, 0.12, 0.02], [0.26, 0.06, 0.04], [-0.06, 0.04, -0.17], [-0.24, -0.13, 0.20], [-0.02, -0.03, -0.03], [0.02, -0.03, 0.02], [0.01, -0.04, 0.03], [-0.02, -0.01, 0.01], [0.01, 0.02, -0.09], [0.03, 0.06, -0.10], [0.03, -0.06, 0.06], [0.03, -0.08, 0.08], [0.03, 0.03, 0.00], [-0.13, -0.01, -0.02], [0.20, 0.15, -0.08], [0.04, -0.08, 0.08], [-0.01, 0.00, -0.01], [-0.14, -0.04, 0.00], [-0.08, -0.05, -0.02], [0.01, -0.03, -0.01], [0.01, 0.03, -0.02], [0.01, 0.03, -0.02], [-0.02, -0.01, -0.01]],
  "lumo_energy_ev": 1.5,
  "energy_ha": -6166.5529,
  "homo_ev": -5.03,
  "multiplicity": 1,
  "total_charge": -1
}